{
  "formula": "C39H36BBrCl2F3O21S",
  "method": "ωB97M-V/def2-TZVPD",
  "e_lumo_ev": -0.07,
  "total_charge": -1,
  "gap_ha": 0.207,
  "elements": ["C", "C", "C", "B", "C", "Br", "C", "C", "O", "C", "S", "O", "O", "C", "F", "F", "F", "C", "C", "C", "C", "O", "C", "Cl", "C", "C", "Cl", "O", "H", "H", "H", "H", "H", "H", "H", "H", "H", "H", "H", "H", "H", "H", "H", "H", "H", "H", "H", "H", "C", "C", "C", "O", "C", "C", "C", "O", "O", "O", "H", "H", "H", "H", "C", "C", "C", "O", "C", "C", "C", "O", "O", "O", "H", "H", "H", "H", "C", "C", "C", "O", "C", "C", "C", "O", "O", "O", "H", "H", "H", "H", "C", "C", "C", "O", "C", "C", "C", "O", "O", "O", "H", "H", "H", "H"],
  "xyz": [[-0.929, -1.653, 2.805], [-1.148, -0.573, 2.323], [-1.370, 0.731, 1.729], [-0.698, 1.007, 0.246], [0.893, 1.435, 0.292], [1.198, 3.356, -0.017], [1.670, 0.952, 1.516], [1.574, 1.805, 2.797], [-1.561, 2.083, -0.397], [-2.456, 1.474, -1.193], [-4.196, 1.867, -0.707], [-5.052, 0.722, -0.519], [-4.193, 2.845, 0.345], [-4.861, 2.818, -2.187], [-4.576, 4.110, -2.033], [-6.181, 2.652, -2.265], [-4.308, 2.402, -3.345], [-2.043, -0.067, -1.423], [-2.876, -1.182, -0.759], [-2.080, -2.439, -0.465], [-1.430, -3.097, -1.692], [-3.047, -3.330, 0.127], [-1.800, -0.227, -2.929], [-0.148, -0.072, -3.420], [-2.730, -0.429, -3.858], [-4.192, -0.604, -3.609], [-2.317, -0.536, -5.541], [-0.806, -0.077, -0.759], [-0.796, -2.575, 3.303], [-2.444, 0.914, 1.676], [-0.992, 1.476, 2.427], [1.346, 0.967, -0.575], [1.357, -0.061, 1.754], [2.725, 0.882, 1.247], [1.106, 1.219, 3.590], [2.562, 2.080, 3.159], [0.969, 2.695, 2.668], [-2.386, 1.958, -2.175], [-3.246, -0.797, 0.186], [-3.749, -1.491, -1.322], [-1.312, -2.250, 0.273], [-0.348, -3.011, -1.626], [-1.654, -4.162, -1.712], [-1.749, -2.673, -2.637], [-2.629, -4.191, 0.216], [-4.772, -0.130, -4.393], [-4.491, -0.162, -2.667], [-4.446, -1.661, -3.559], [1.195, -3.998, 8.533], [1.204, -4.001, 7.195], [0.114, -3.350, 6.386], [0.241, -3.361, 5.177], [-0.995, -2.732, 7.084], [-1.007, -2.728, 8.422], [0.098, -3.351, 9.233], [0.011, -3.288, 10.446], [-1.976, -2.182, 9.148], [2.167, -4.555, 6.464], [1.975, -4.457, 9.123], [-1.779, -2.283, 6.489], [-1.722, -2.318, 10.080], [1.915, -4.409, 5.530], [3.984, 0.450, 4.867], [3.180, -0.341, 5.590], [2.214, 0.212, 6.609], [1.496, -0.574, 7.203], [2.183, 1.646, 6.821], [2.986, 2.437, 6.097], [3.934, 1.885, 5.062], [4.617, 2.687, 4.452], [3.021, 3.756, 6.219], [3.169, -1.662, 5.476], [4.675, 0.061, 4.133], [1.495, 2.034, 7.558], [3.677, 4.067, 5.564], [2.498, -1.981, 6.106], [-0.823, -4.878, -9.706], [-1.954, -5.459, -9.288], [-2.999, -4.711, -8.500], [-4.000, -5.330, -8.186], [-2.753, -3.323, -8.167], [-1.618, -2.740, -8.582], [-0.584, -3.481, -9.390], [0.405, -2.864, -9.738], [-1.314, -1.479, -8.320], [-2.261, -6.728, -9.527], [-0.070, -5.407, -10.274], [-3.496, -2.796, -7.585], [-0.441, -1.313, -8.725], [-3.134, -6.871, -9.110], [4.705, 5.697, -4.337], [5.822, 6.080, -3.708], [5.837, 6.451, -2.248], [6.915, 6.773, -1.774], [4.595, 6.410, -1.512], [3.468, 6.028, -2.135], [3.456, 5.636, -3.594], [2.395, 5.299, -4.078], [2.299, 5.961, -1.534], [7.009, 6.167, -4.301], [4.687, 5.429, -5.383], [4.614, 6.687, -0.468], [1.655, 5.633, -2.193], [7.627, 6.461, -3.603]]
}